Arrangement 1

A structure of composition C5H11N. Source: the OMol25 dataset; level of theory: ωB97M-V/def2-TZVPD.

```
17
Properties=species:S:1:pos:R:3:nbo_charge:R:1
C -1.5282 1.4823 -1.4440 -0.5980
C -0.5053 0.3374 -1.3910 -0.4780
C 0.1528 0.4863 -0.0305 -0.1182
C -0.4081 -0.5011 0.9354 -0.3156
N 0.8249 -1.1600 0.4870 -0.4387
C 1.8331 -1.0715 1.5609 -0.4366
H -2.2566 1.4003 -0.6287 0.2031
H -1.0257 2.4494 -1.3442 0.2160
H -2.0779 1.4714 -2.3901 0.2154
H -1.0158 -0.6257 -1.5483 0.1902
H 0.2195 0.4708 -2.2018 0.2078
H 1.2604 -0.2486 -0.1391 0.3539
H -1.2973 -1.0626 0.6358 0.1947
H -0.4234 -0.2407 1.9962 0.1914
H 2.7960 -1.4287 1.1855 0.2045
H 1.5089 -1.7159 2.3832 0.2081
H 1.9429 -0.0431 1.9337 0.2002
```

The LUMO energy is 1.172 eV. Its highest occupied orbital energy is -8.4 eV. The total charge is 0. Its gap between HOMO and LUMO is 9.59 eV.



Arrangement 2

An isolated molecule of C5H11N. Source: the OMol25 dataset; level of theory: ωB97M-V/def2-TZVPD.

```
17
Properties=species:S:1:pos:R:3:nbo_charge:R:1
C 2.0894 0.9786 -0.5899 -0.6391
C 1.1042 -0.1141 -0.9025 -0.3079
C -0.1692 -0.1436 -0.4819 0.2191
C -0.9653 1.1217 -0.2732 -0.6778
N -0.7837 -1.3378 -0.0430 -0.6252
C -1.3921 -1.3364 1.2733 -0.4059
H 3.0787 0.7152 -0.9750 0.2145
H 2.2951 1.0041 0.4845 0.2062
H 1.8728 1.9901 -0.9405 0.2100
H 1.5106 -1.0188 -1.3535 0.1881
H -1.4022 1.3049 -1.2658 0.2303
H -1.8722 0.8256 0.2437 0.2140
H -0.5192 2.0378 0.0840 0.2339
H -0.1239 -2.0907 -0.1544 0.3703
H -2.3281 -0.7738 1.2975 0.1887
H -0.7813 -0.8089 2.0225 0.1705
H -1.6136 -2.3540 1.5743 0.2104
```

The LUMO energy is 1.070 eV. The structure (SMILES) is C/C=C(\C)NC. Its highest occupied orbital energy is -7.4 eV. The total charge is 0. Its gap between HOMO and LUMO is 8.46 eV.



Arrangement 3

An isolated molecule of C5H11N. Source: the OMol25 dataset; level of theory: ωB97M-V/def2-TZVPD.

```
17
Properties=species:S:1:pos:R:3:nbo_charge:R:1
N 2.3061 0.0650 0.2455 -0.8114
C 1.1872 -0.3830 -0.4708 -0.2298
C 0.1466 -0.0849 0.6013 -0.1703
C -1.0911 -1.0943 0.3796 -0.4153
C -1.6515 0.1121 -0.4647 -0.3999
C -0.8339 1.1783 0.1980 -0.4134
H 2.3139 1.1113 0.2673 0.3510
H 3.0773 -0.1133 -0.4230 0.3382
H 1.1905 -1.4358 -0.8061 0.1982
H 0.9167 0.3285 -1.3823 0.1456
H 0.4952 0.0501 1.6896 0.2182
H -0.8245 -2.0873 -0.0679 0.1976
H -1.5573 -1.2514 1.3095 0.1976
H -2.7261 0.1024 -0.5628 0.1977
H -1.2965 0.1378 -1.4342 0.1981
H -0.3763 1.9841 -0.3132 0.2034
H -1.2763 1.3806 1.2342 0.1946
```

The LUMO energy is 1.101 eV. The structure (SMILES) is NCC1CCC1. Its highest occupied orbital energy is -9.0 eV. The total charge is 0. Its gap between HOMO and LUMO is 10.13 eV.



Which of them is the most stable, and which is the least stable? arrangement 2 and arrangement 1, in that order.



Arrangement 1

An isolated molecule of C5H11N. Source: the OMol25 dataset; level of theory: ωB97M-V/def2-TZVPD.

```
17
Properties=species:S:1:pos:R:3:nbo_charge:R:1
C -1.7028 -0.8175 0.3908 -0.6003
C -0.6000 0.2185 0.3724 -0.0418
C -0.8231 1.0794 -0.9144 -0.6281
N 0.6113 -0.6593 0.4159 -0.4449
C 1.5936 -0.0594 -0.4371 -0.2566
C 1.9869 -0.5189 0.8935 -0.2336
H -1.4407 -1.5907 -0.3447 0.2182
H -1.7363 -1.2940 1.3686 0.2126
H -2.6656 -0.3794 0.1310 0.1956
H -0.6165 0.9059 1.2235 0.1818
H -0.7930 0.4607 -1.8226 0.2100
H -0.1294 1.9158 -1.0580 0.2065
H -1.8311 1.5192 -0.8580 0.2170
H 1.5617 1.0256 -0.5005 0.1747
H 1.7456 -0.5860 -1.3636 0.1934
H 2.5271 -1.4612 0.9028 0.2045
H 2.3123 0.2412 1.6004 0.1911
```

The LUMO energy is 1.203 eV. The structure (SMILES) is CC(C)N1CC1. Its highest occupied orbital energy is -8.8 eV. The total charge is 0. Its gap between HOMO and LUMO is 10.02 eV.



Arrangement 2

An isolated molecule of C5H11N. Source: the OMol25 dataset; level of theory: ωB97M-V/def2-TZVPD.

```
17
Properties=species:S:1:pos:R:3:nbo_charge:R:1
C 0.1744 -2.4937 0.6980 -0.4142
C -0.3712 -1.2812 0.4768 -0.1628
C -0.6457 -0.5457 -0.7727 -0.4758
C -0.8914 0.9483 -0.6330 -0.3964
C 0.2564 1.7517 0.1106 -0.2217
N 1.5208 0.9708 0.1122 -0.8615
H -0.1020 -2.9967 1.6178 0.1988
H 0.6863 -3.0653 -0.0688 0.1880
H -0.5374 -0.7794 1.4407 0.1843
H -1.4694 -1.0923 -1.2457 0.2284
H 0.1310 -0.6470 -1.5456 0.2321
H -0.8986 1.4081 -1.6337 0.1968
H -1.8716 1.1884 -0.2210 0.1978
H 0.2731 2.7358 -0.3422 0.1964
H -0.1040 1.7999 1.1408 0.1678
H 1.6206 0.4361 0.9528 0.3743
H 2.2287 1.6624 -0.0870 0.3679
```

The LUMO energy is 1.139 eV. The structure (SMILES) is C=CCCCN. Its highest occupied orbital energy is -9.0 eV. The total charge is 0. Its gap between HOMO and LUMO is 10.11 eV.



Arrangement 3

A cluster of 2 separate species, C5H11N in total. Source: the OMol25 dataset; level of theory: ωB97M-V/def2-TZVPD.

```
17
Properties=species:S:1:pos:R:3:nbo_charge:R:1
C 0.9056 -2.4549 -0.2361 -0.8619
C 1.0969 1.0305 -1.1598 -0.3004
N 0.4070 0.9977 -0.0602 -0.2028
C 0.1850 1.7840 1.1426 -0.2284
C -0.6087 0.6150 0.6989 -0.0040
C -2.0226 0.3833 0.2950 -0.6521
H 1.9936 -2.3579 -0.2068 0.2122
H 0.6159 -3.4261 0.1743 0.2107
H 0.5632 -2.3839 -1.2728 0.2052
H 1.9920 1.6360 -1.1959 0.1941
H 0.8071 0.3898 -1.9835 0.1948
H 0.9114 1.6811 1.9502 0.1879
H -0.1103 2.8199 0.9283 0.1684
H 0.4559 -1.6529 0.3586 0.2235
H -2.6367 0.1418 1.1664 0.2266
H -2.0866 -0.4633 -0.3965 0.2255
H -2.4689 1.2601 -0.2027 0.2006
```

The LUMO energy (alpha / beta) is 0.978 / 0.978 eV. Its highest occupied orbital energy (alpha / beta) is -7.1 / -7.1 eV. The total charge is 0. Its gap between HOMO and LUMO (alpha / beta) is 8.08 / 8.08 eV.



Arrangement 4

A cluster of 2 separate species, C5H11N in total. Source: the OMol25 dataset; level of theory: ωB97M-V/def2-TZVPD.

```
17
Properties=species:S:1:pos:R:3:nbo_charge:R:1
C 0.3663 0.7195 -2.0620 -0.3559
C -0.0730 0.4238 -0.9677 0.0093
C 0.2019 -0.0347 0.6051 -0.2378
C 0.3928 -1.5523 0.6250 -0.6124
C 1.4304 0.7175 1.1181 -0.6102
H 0.9050 0.9901 -2.9433 0.2384
H -0.6074 0.1901 1.3180 0.1987
H 1.0406 -1.8872 1.4427 0.2110
H -0.5709 -2.0581 0.7556 0.2086
H 0.8214 -1.9217 -0.3125 0.2245
H 1.1270 1.6558 1.5962 0.2113
H 1.9968 0.1467 1.8617 0.2089
H 2.1089 0.9766 0.2984 0.2279
N -2.3830 0.4381 -0.8237 -1.0918
H -1.9408 0.6544 0.1325 0.3920
H -2.4452 1.0993 -1.5981 0.3987
H -2.3709 -0.5579 -1.0461 0.3787
```

The LUMO energy is 1.036 eV. The structure (SMILES) is C#CC(C)C.N. Its highest occupied orbital energy is -8.0 eV. The total charge is 0. Its gap between HOMO and LUMO is 9.06 eV.



Which of them is the most stable, and which is the least stable? arrangement 2 and arrangement 3, in that order.